Entry from the OMol25 dataset: C3H7N3O3 as an isolated structure in a non-equilibrium geometry (ωB97M-V with the def2-TZVPD basis set).

- ΔE to the lowest compared entry with this formula, charge and spin: 204.97 kcal/mol
- LUMO level: -0.24 eV
- HOMO energy: -0.3455 hartree
- E_tot: -13829.730 eV
- Charge: 0
- Frontier orbital gap: 9.2 eV

```
16
Properties=species:S:1:pos:R:3:lowdin_charge:R:1
C 1.1191 -0.0233 -1.1956 -0.160
C 0.6003 0.4017 0.0750 -0.205
C 0.5329 -0.6274 1.0814 -0.403
H -1.3633 -1.5431 -2.7658 0.186
H -1.0103 -0.5257 -1.0133 0.130
H 2.0080 0.7452 -1.5038 0.162
H 1.0297 1.1932 0.5061 0.117
H -0.9720 1.6283 -0.7969 0.037
H 0.0994 -0.4014 3.0304 0.230
H -1.3019 1.2442 1.3933 0.017
N -0.6501 -1.4822 -1.7020 -0.071
N 0.5833 -0.8231 -2.1174 -0.056
N -0.4930 -0.2945 2.0336 0.042
O -0.8625 0.9540 -0.2433 -0.055
O 1.3674 -1.5534 1.1753 0.099
O -0.6870 1.1075 2.0430 -0.070
```



Entry from the OMol25 dataset: C3H7N3O3 in the gas phase in a non-equilibrium geometry (ωB97M-V with the def2-TZVPD basis set).

- ΔE to the lowest compared entry with this formula, charge and spin: 157.51 kcal/mol
- LUMO level: 0.19 eV
- SMILES: CN/C(=N/[N+](=O)[O-])OC
- HOMO energy: -0.3390 hartree
- E_tot: -13831.788 eV
- Charge: 0
- Frontier orbital gap: 9.4 eV

```
16
Properties=species:S:1:pos:R:3:lowdin_charge:R:1
C 0.5012 1.1493 -0.1081 -0.245
C -0.3199 -0.0612 -1.9572 -0.075
C 0.7701 0.3580 2.0616 -0.063
N 0.7359 2.1954 -1.1436 0.088
N -0.0218 -0.0406 -0.5311 0.024
N 0.7152 3.4817 -0.7630 -0.483
O 1.2943 4.2964 -1.4293 0.059
O 0.0704 3.7062 0.3075 -0.020
O 0.8429 1.4374 1.1566 -0.015
H -1.4319 -0.2379 -2.0346 0.104
H 0.0434 0.9302 -2.2875 0.063
H 0.2474 -0.8850 -2.4747 0.099
H 1.0595 0.7385 3.0461 0.104
H 1.6072 -0.3309 2.0023 0.094
H -0.2090 -0.1965 2.0114 0.110
H -0.3757 -0.7916 0.1027 0.156
```



Entry from the OMol25 dataset: a 2-piece molecular cluster, C3H7N3O3S overall in a non-equilibrium geometry (ωB97M-V with the def2-TZVPD basis set).

- ΔE to the lowest compared entry with this formula, charge and spin: 0.00 kcal/mol
- LUMO level (alpha / beta): 0.39 / 0.39 eV
- HOMO energy (alpha / beta): -0.2919 / -0.2919 hartree
- E_tot: -24670.488 eV
- Charge: 0
- Frontier orbital gap (alpha / beta): 8.3 / 8.3 eV

```
17
Properties=species:S:1:pos:R:3:lowdin_charge:R:1
C 0.8107 0.0004 -0.3127 -0.229
C -1.5480 0.6413 -0.7015 -0.240
C 1.8290 -0.3851 0.6217 -0.082
N 0.9515 2.9071 0.0118 0.038
N -0.0761 3.3189 0.0391 0.062
N -0.4208 0.1861 -0.0170 -0.039
O -2.6589 -0.0762 1.4919 -0.306
O -4.1095 1.1440 -0.0793 -0.274
O -3.3873 -1.0894 -0.7157 -0.157
S -2.9960 0.2835 0.1457 0.594
H 1.1436 0.5717 -1.1911 0.125
H -1.6589 0.9818 -1.6672 0.066
H 1.5120 -1.1215 1.3370 0.082
H 2.2326 0.4688 1.1402 0.073
H 2.6455 -0.7712 -0.0066 0.092
H -0.7031 -0.1801 0.9704 0.184
H -3.4732 -1.6199 0.0241 0.009
```



Entry from the OMol25 dataset: C3H7N3OS in the gas phase in a non-equilibrium geometry (ωB97M-V with the def2-TZVPD basis set).

- ΔE to the lowest compared entry with this formula, charge and spin: 101.14 kcal/mol
- LUMO level: 0.86 eV
- SMILES: NN1CCN(O)C1=S
- HOMO energy: -0.3242 hartree
- E_tot: -20573.798 eV
- Charge: 0
- Frontier orbital gap: 9.7 eV

```
15
Properties=species:S:1:pos:R:3:lowdin_charge:R:1
C 1.8690 0.5358 0.0256 -0.146
C 0.8886 1.7088 0.1288 -0.123
C -0.3160 -0.3134 0.0141 -0.777
H 0.9119 -2.1148 -1.0142 0.131
H 1.4886 -2.6011 0.4583 0.080
H 2.4952 0.3271 -0.9163 0.136
H 2.6431 0.8283 0.9156 0.156
H 0.8322 1.9473 1.1268 0.111
H 1.1199 2.3547 -0.6778 0.130
H -2.2004 1.3145 -0.0568 0.128
N 1.6444 -1.8387 -0.2117 0.048
N 1.0454 -0.6387 0.2739 -0.206
N -0.2469 0.9812 -0.2356 -0.220
O -1.2931 1.8907 -0.1142 -0.036
S -1.7935 -1.1434 0.0801 0.590
```



Entry from the OMol25 dataset: C3H7N3OS in the gas phase in a non-equilibrium geometry (ωB97M-V with the def2-TZVPD basis set).

- ΔE to the lowest compared entry with this formula, charge and spin: 52.65 kcal/mol
- LUMO level: 0.64 eV
- SMILES: [H]/N=C\N=C(\NS)OC
- HOMO energy: -0.3385 hartree
- E_tot: -20575.901 eV
- Charge: 0
- Frontier orbital gap: 9.8 eV

```
15
Properties=species:S:1:pos:R:3:lowdin_charge:R:1
C -0.7854 1.9804 -0.2251 -0.050
C 0.0542 -0.2574 0.1707 -0.523
C -2.2776 -0.3917 0.3184 -0.376
H -1.6967 2.2665 0.3322 0.089
H -0.1872 2.9422 -0.4030 0.117
H -1.1257 1.5667 -1.1920 0.103
H 1.1140 -1.8408 -0.0110 0.071
H 3.0210 0.0540 1.0279 -0.144
H -2.2629 0.1939 1.2004 0.097
H -3.0576 -1.3846 -1.0157 0.064
N 1.2608 -0.8889 0.0927 -0.378
N -1.0274 -0.9935 0.0716 0.106
N -3.3387 -0.6343 -0.3286 0.080
O 0.1294 1.0499 0.3954 -0.085
S 2.6844 -0.1605 -0.2210 0.827
```



Entry from the OMol25 dataset: C3H7N3S in the gas phase in a non-equilibrium geometry (ωB97M-V with the def2-TZVPD basis set).

- ΔE to the lowest compared entry with this formula, charge and spin: 47.26 kcal/mol
- LUMO level: 0.53 eV
- SMILES: N/N=C\CNC=S
- HOMO energy: -0.3126 hartree
- E_tot: -18528.421 eV
- Charge: 0
- Frontier orbital gap: 9.0 eV

```
14
Properties=species:S:1:pos:R:3:lowdin_charge:R:1
C -1.1598 -0.0697 0.0025 -0.176
C 0.3310 0.1099 -0.2402 -0.231
C 1.5741 -1.7277 0.8272 -0.720
H -0.6441 2.2166 -0.7677 0.070
H -2.1318 2.7799 -0.7316 0.092
H -1.5315 -1.0219 0.3162 0.100
H 0.5565 0.6164 -1.2326 0.139
H 0.7326 0.6940 0.5526 0.068
H 1.1665 -1.6895 -1.1471 0.163
H 2.1716 -2.6405 0.6167 0.074
N -1.5156 2.1307 -0.2029 -0.021
N -2.0269 0.8507 -0.0794 -0.052
N 1.0408 -1.1492 -0.2555 -0.106
S 1.4366 -1.0995 2.3416 0.601
```



Entry from the OMol25 dataset: C3H7N3S in the gas phase in a non-equilibrium geometry (ωB97M-V with the def2-TZVPD basis set).

- ΔE to the lowest compared entry with this formula, charge and spin: 147.02 kcal/mol
- LUMO level (alpha / beta): -0.63 / -0.30 eV
- HOMO energy (alpha / beta): -0.3150 / -0.3058 hartree
- E_tot: -18524.095 eV
- Charge: 0
- Frontier orbital gap (alpha / beta): 7.9 / 8.0 eV

```
14
Properties=species:S:1:pos:R:3:lowdin_charge:R:1
C -0.0972 1.2711 1.4860 -0.317
C 0.1065 -0.2525 1.7275 -0.305
C 0.4793 0.2233 -2.1354 -0.157
N 0.0336 1.9022 0.4188 0.176
N -1.3554 -1.5935 0.0310 -0.344
N 0.9462 -0.0149 -0.7524 -0.295
S 0.1732 -1.2006 0.1768 0.848
H -0.3958 1.8105 2.3625 0.099
H 1.2070 -0.2584 2.0742 0.114
H -0.6727 -0.4775 2.3954 0.061
H 0.8501 -0.6429 -2.6274 0.066
H -0.5856 0.1478 -2.1092 0.052
H 0.8772 1.1826 -2.2536 0.057
H -1.5664 -2.0973 -0.7941 -0.054
```



Entry from the OMol25 dataset: C3H7N3S in the gas phase in a non-equilibrium geometry (ωB97M-V with the def2-TZVPD basis set).

- ΔE to the lowest compared entry with this formula, charge and spin: 33.34 kcal/mol
- LUMO level: 0.54 eV
- SMILES: C/C(=N\N)NC=S
- HOMO energy: -0.3116 hartree
- E_tot: -18529.025 eV
- Charge: 0
- Frontier orbital gap: 9.0 eV

```
14
Properties=species:S:1:pos:R:3:lowdin_charge:R:1
C -0.6367 1.3059 0.5528 -0.069
C -0.8086 -0.1163 0.1628 -0.399
C 1.5679 -0.8872 0.1440 -0.701
H -0.4490 1.9353 -0.3152 0.075
H -1.5721 1.6425 1.0814 0.093
H 0.2400 1.4357 1.2251 0.067
H -0.0851 -1.9974 0.4676 0.138
H 2.0616 -1.8095 0.3291 0.048
H -2.8426 1.0203 -0.7554 0.071
H -3.7096 -0.3247 -0.8275 0.070
N 0.2455 -1.0466 0.3594 -0.001
N -1.9032 -0.6598 -0.2133 0.000
N -3.0109 0.1468 -0.2954 0.003
S 2.3939 0.4500 -0.3323 0.605
```



Entry from the OMol25 dataset: C3H7N3S2 in the gas phase in a non-equilibrium geometry (ωB97M-V with the def2-TZVPD basis set).

- ΔE to the lowest compared entry with this formula, charge and spin: 115.48 kcal/mol
- LUMO level: 0.40 eV
- SMILES: NN1CCS/C1=N/S
- HOMO energy: -0.3148 hartree
- E_tot: -29360.619 eV
- Charge: 0
- Frontier orbital gap: 9.0 eV

```
15
Properties=species:S:1:pos:R:3:lowdin_charge:R:1
C -0.2022 -1.3587 -0.0228 -0.165
C -1.2843 -0.8298 1.0521 -0.574
C 0.3498 0.7759 0.6697 -0.761
H -1.0094 0.9027 -1.2018 0.163
H 0.6408 1.1647 -1.9985 -0.007
H 0.4165 -2.1572 0.3343 0.100
H -1.0684 -1.6162 -0.7226 0.126
H -1.7285 -1.7159 1.7253 0.119
H -2.0649 -0.3072 0.4137 0.079
H 2.8587 0.5769 -0.6272 0.015
N -0.0351 0.4682 -1.6554 0.000
N 0.4503 -0.0917 -0.4702 -0.313
N 1.0680 1.8658 0.9009 -0.307
S -0.5530 0.2820 2.1479 0.931
S 2.1617 2.0405 -0.5456 0.593
```



Entry from the OMol25 dataset: C3H7N3S2 as an isolated structure in a non-equilibrium geometry (ωB97M-V with the def2-TZVPD basis set).

- ΔE to the lowest compared entry with this formula, charge and spin: 131.44 kcal/mol
- LUMO level (alpha / beta): -0.30 / -0.30 eV
- HOMO energy (alpha / beta): -0.2801 / -0.2800 hartree
- E_tot: -29359.927 eV
- Charge: 0
- Frontier orbital gap (alpha / beta): 7.3 / 7.3 eV

```
15
Properties=species:S:1:pos:R:3:lowdin_charge:R:1
C 1.5329 -1.5871 -0.9684 -1.129
C 0.9139 -0.2500 -1.1907 -0.228
C -1.8114 1.0884 1.1035 -0.153
N 0.5998 0.3829 0.1202 -0.191
N 1.3273 -0.1798 1.0904 -0.396
N -1.2402 0.4216 -0.0833 0.003
S 1.6966 -2.8108 -2.0585 0.600
S 1.8256 -1.7284 0.7178 0.916
H 1.6353 0.3109 -1.5584 0.079
H 0.0985 -0.2778 -1.8768 0.113
H -1.3481 1.9888 1.1861 0.029
H -2.8573 1.1303 1.0672 0.060
H -1.6707 0.5668 2.0676 0.082
H 0.8052 1.4209 0.2789 0.193
H -1.5075 -0.4768 0.1044 0.023
```



Entry from the OMol25 dataset: C3H7N3Si in the gas phase in a non-equilibrium geometry (ωB97M-V with the def2-TZVPD basis set).

- ΔE to the lowest compared entry with this formula, charge and spin: 14.42 kcal/mol
- LUMO level: 0.77 eV
- SMILES: C[SiH2]n1cncn1
- HOMO energy: -0.3655 hartree
- E_tot: -15571.869 eV
- Charge: 0
- Frontier orbital gap: 10.7 eV

```
14
Properties=species:S:1:pos:R:3:lowdin_charge:R:1
C -2.2367 0.4407 -1.3613 -0.205
C -1.5119 -0.9984 0.0127 -0.268
C 1.8070 1.0139 0.9740 -0.281
N -2.6346 -0.5749 -0.4769 0.062
N -0.9381 0.5795 -1.3489 -0.002
N -0.4578 -0.3596 -0.5713 -0.269
Si 1.1976 -0.4994 0.1024 0.648
H -2.9413 0.9919 -2.0609 0.123
H -1.3010 -1.7798 0.7853 0.100
H 1.4969 1.2021 2.0630 0.057
H 2.9089 0.8694 1.0730 0.020
H 1.6395 1.9692 0.3697 0.049
H 2.2229 -1.2595 -0.7873 -0.032
H 0.7486 -1.5952 1.2265 -0.002
```



Entry from the OMol25 dataset: a 2-piece molecular cluster, C3H7N4 overall in a non-equilibrium geometry (ωB97M-V with the def2-TZVPD basis set).

- ΔE to the lowest compared entry with this formula, charge and spin: 118.22 kcal/mol
- LUMO level (alpha / beta): -5.51 / -5.51 eV
- HOMO energy (alpha / beta): -0.5016 / -0.5016 hartree
- E_tot: -9173.390 eV
- Charge: +1
- Frontier orbital gap (alpha / beta): 8.1 / 8.1 eV

```
14
Properties=species:S:1:pos:R:3:lowdin_charge:R:1
C -1.6958 -0.9298 0.0718 -0.220
C -1.5146 0.4021 0.3475 -0.147
C 2.1476 -0.5365 0.3288 -0.040
N -1.4296 -1.9596 -0.3808 0.212
N -2.3725 1.2656 0.1530 0.188
N 0.3746 0.6830 -0.7486 0.185
N 1.1844 -0.3228 -0.6391 -0.122
H 2.2509 0.3636 0.8923 0.094
H 1.7296 -1.3764 0.9239 0.125
H 3.1404 -0.9075 -0.0825 0.143
H -3.3439 0.9393 0.2317 0.162
H 0.7334 1.2709 -0.0489 0.065
H -2.2286 2.2835 0.2045 0.163
H 1.0240 -1.1754 -1.2535 0.193
```